1.
The following is a DFT calculation (the ωB97M-V functional and the def2-TZVPD basis) of 9 unconnected molecules or ions with the total composition C57H117N7O7S2 at a distorted geometry.

Properties
Charge: 0
Relative energy (zero: lowest compared OMol25 entry of this formula, charge and spin): 220.6 kJ/mol
DFT total energy: -107429.7023 eV
HOMO energy: -8.012 eV

```
190
C57H117N7O7S2 the ωB97M-V functional and the def2-TZVPD basis
C 3.30 2.61 -3.37
C 4.02 3.54 -2.45
C 3.62 4.95 -2.62
C 4.10 5.88 -1.43
C 3.53 5.33 -0.15
C 3.92 3.85 0.16
N 3.61 3.11 -1.09
O 4.16 1.69 -0.95
C 5.35 3.67 0.63
C 2.99 3.22 1.22
C 5.53 3.36 -2.78
H 3.63 1.54 -3.35
H 3.43 3.02 -4.40
H 2.30 2.50 -2.99
H 3.90 5.35 -3.66
H 2.51 5.08 -2.60
H 3.70 6.89 -1.64
H 5.14 6.07 -1.29
H 2.42 5.36 -0.13
H 3.83 5.93 0.72
H 5.53 4.00 1.71
H 5.56 2.63 0.50
H 5.97 4.29 0.05
H 3.25 3.94 2.02
H 1.92 3.33 1.04
H 3.21 2.24 1.50
H 5.77 3.54 -3.85
H 5.86 2.34 -2.56
H 6.20 4.09 -2.31
H 3.39 1.29 -0.55
C -2.01 6.74 -2.62
C -1.49 5.96 -3.81
C -0.82 4.79 -3.15
C -0.53 3.70 -4.13
C -1.85 3.26 -4.74
C -2.56 4.40 -5.51
N -2.73 5.45 -4.55
O -3.37 6.59 -5.05
C -2.05 4.78 -6.89
C -4.02 3.79 -5.82
C -0.52 6.79 -4.67
H -1.20 6.96 -1.89
H -2.74 6.20 -2.02
H -2.63 7.56 -2.87
H 0.20 5.03 -2.78
H -1.36 4.44 -2.26
H -0.14 2.83 -3.67
H 0.14 4.02 -4.90
H -2.48 2.96 -3.88
H -1.58 2.35 -5.29
H -1.01 4.49 -7.13
H -2.66 4.33 -7.64
H -2.17 5.88 -6.93
H -3.91 2.92 -6.42
H -4.48 3.49 -4.92
H -4.60 4.51 -6.39
H -0.03 6.09 -5.36
H 0.26 7.24 -4.10
H -1.09 7.58 -5.22
H -4.25 6.55 -4.59
C 2.26 -3.42 -2.10
C 1.86 -3.80 -3.57
C 2.49 -5.13 -3.90
C 1.77 -6.28 -3.10
C 0.26 -6.20 -3.44
C -0.45 -4.82 -3.16
N 0.32 -3.71 -3.70
O -0.14 -2.47 -3.23
C -1.77 -4.86 -3.84
C -0.67 -4.61 -1.65
C 2.38 -2.64 -4.46
H 1.79 -2.45 -1.89
H 3.36 -3.34 -2.01
H 1.90 -4.16 -1.39
H 2.42 -5.40 -4.94
H 3.51 -5.13 -3.58
H 1.89 -6.24 -2.01
H 2.21 -7.27 -3.43
H -0.23 -6.87 -2.73
H 0.04 -6.53 -4.48
H -2.36 -3.91 -3.81
H -1.73 -5.02 -4.94
H -2.49 -5.57 -3.48
H -0.75 -3.52 -1.45
H -1.57 -5.07 -1.26
H 0.04 -5.12 -1.06
H 1.78 -1.82 -4.09
H 1.99 -2.83 -5.47
H 3.47 -2.62 -4.55
H -0.50 -2.08 -4.03
C 3.94 -4.41 1.20
C 2.83 -5.08 2.06
C 1.74 -4.07 2.40
C 0.42 -4.66 2.94
C -0.03 -5.69 1.97
C 0.96 -6.83 1.76
N 2.23 -6.14 1.27
O 3.27 -7.14 1.14
C 1.14 -7.63 3.07
C 0.47 -7.69 0.65
C 3.59 -5.58 3.34
H 3.55 -4.39 0.17
H 4.78 -5.03 1.38
H 4.06 -3.39 1.55
H 2.20 -3.31 3.10
H 1.49 -3.57 1.45
H -0.35 -3.91 2.88
H 0.67 -4.85 4.04
H -0.30 -5.22 1.01
H -1.04 -5.97 2.39
H 0.21 -8.12 3.27
H 1.88 -8.36 2.91
H 1.56 -7.08 3.97
H 1.22 -8.39 0.33
H -0.53 -8.07 0.74
H 0.41 -6.98 -0.17
H 4.15 -6.50 3.18
H 2.90 -5.79 4.16
H 4.27 -4.74 3.63
H 3.49 -7.22 0.18
C -4.01 1.20 6.73
C -2.88 2.30 6.66
C -2.49 2.55 8.14
C -1.62 1.43 8.58
C -0.35 1.48 7.72
C -0.69 1.10 6.25
N -1.75 2.05 5.84
O -2.14 1.74 4.46
C 0.56 1.57 5.40
C -1.00 -0.40 6.14
C -3.55 3.53 6.10
H -3.56 0.25 6.89
H -4.77 1.18 5.89
H -4.56 1.51 7.60
H -2.05 3.52 8.31
H -3.42 2.55 8.76
H -2.16 0.50 8.53
H -1.23 1.55 9.60
H 0.43 0.78 8.11
H -0.06 2.51 7.65
H 1.46 1.27 5.85
H 0.64 0.99 4.44
H 0.59 2.65 5.16
H -1.75 -0.76 6.91
H -1.38 -0.80 5.20
H -0.06 -0.93 6.39
H -2.79 4.28 5.97
H -4.34 3.96 6.75
H -4.09 3.17 5.18
H -1.87 2.47 3.95
N -2.74 -2.65 2.54
C -3.55 -3.23 3.49
C -4.04 -4.37 2.95
C -3.44 -4.53 1.68
C -2.62 -3.44 1.48
H -2.30 -1.75 2.68
H -3.62 -2.85 4.48
H -4.59 -5.08 3.45
H -3.59 -5.44 0.97
H -1.97 -3.28 0.66
N 0.16 0.63 1.32
C 0.22 -0.74 1.57
C 0.53 -1.33 0.35
C 0.63 -0.37 -0.64
C 0.44 0.85 0.00
H 0.04 1.39 1.98
H 0.04 -1.12 2.53
H 0.77 -2.37 0.21
H 0.76 -0.56 -1.68
H 0.41 1.82 -0.42
C -3.07 -1.33 -2.07
S -2.67 0.05 -3.19
O -1.71 -0.54 -4.22
C -4.20 0.26 -4.04
H -2.21 -1.39 -1.45
H -3.25 -2.24 -2.68
H -3.93 -1.05 -1.47
H -4.86 0.85 -3.50
H -4.65 -0.78 -4.22
H -4.03 0.73 -4.97
C -2.50 4.96 1.56
S -1.43 3.71 0.78
O -0.49 3.31 1.88
C -2.76 2.50 0.61
H -3.49 5.05 1.16
H -2.04 5.95 1.38
H -2.59 4.79 2.64
H -2.22 1.57 0.34
H -3.41 2.82 -0.20
H -3.34 2.41 1.51
```

2.
The following is a DFT calculation (the ωB97M-V functional and the def2-TZVPD basis) of 7 unconnected molecules or ions with the total composition C57H122N6O7 at a distorted geometry.

Properties
Charge: 0
Relative energy (zero: lowest compared OMol25 entry of this formula, charge and spin): 769.9 kJ/mol
DFT total energy: -84347.3114 eV
HOMO energy: -7.949 eV
SMILES string: CC1(C)CCCC(C)(C)N1O.CC1(C)CCCC(C)(C)N1O.CC1(C)CCCC(C)(C)N1O.CC1(C)CCCC(C)(C)N1O.CC1(C)CCCC(C)(C)N1O.CC1(C)CCCC(C)(C)N1O.CC(C)O

```
192
C57H122N6O7 the ωB97M-V functional and the def2-TZVPD basis
C -6.52 3.98 -6.45
C -7.24 5.33 -6.25
C -8.02 5.78 -7.62
C -8.39 5.10 -5.23
C -7.87 5.17 -3.83
C -7.01 6.48 -3.62
C -5.70 6.66 -4.49
C -5.31 8.17 -4.40
C -4.51 5.75 -4.00
N -6.25 6.35 -5.84
O -5.41 6.71 -6.87
H -7.06 3.08 -6.73
H -5.69 4.07 -7.15
H -6.04 3.78 -5.50
H -7.36 5.59 -8.46
H -8.93 5.19 -7.67
H -8.38 6.80 -7.69
H -9.15 5.89 -5.26
H -8.82 4.11 -5.39
H -8.67 5.29 -3.10
H -7.37 4.23 -3.61
H -6.74 6.48 -2.57
H -7.58 7.38 -3.84
H -4.49 8.31 -5.11
H -5.06 8.39 -3.36
H -6.14 8.86 -4.56
H -4.81 4.74 -3.74
H -4.01 6.26 -3.17
H -3.71 5.62 -4.73
H -5.85 7.45 -7.30
C 7.57 2.69 -6.09
C 6.87 2.01 -7.37
C 7.01 0.48 -7.33
C 5.25 2.30 -7.37
C 4.82 3.59 -8.05
C 5.53 3.75 -9.38
C 7.13 3.77 -9.32
C 7.56 3.74 -10.83
C 7.61 4.99 -8.72
N 7.53 2.53 -8.62
O 8.93 2.25 -8.79
H 8.64 2.80 -6.28
H 7.35 3.75 -5.94
H 7.37 2.12 -5.18
H 6.31 -0.03 -7.99
H 8.03 0.08 -7.36
H 6.64 0.10 -6.37
H 4.64 1.42 -7.55
H 5.06 2.49 -6.31
H 3.74 3.67 -8.13
H 5.07 4.45 -7.42
H 5.07 4.50 -10.02
H 5.24 2.84 -9.91
H 7.36 2.77 -11.29
H 8.65 3.84 -10.90
H 7.09 4.53 -11.41
H 7.51 5.05 -7.64
H 7.04 5.88 -8.99
H 8.68 5.16 -8.89
H 8.94 1.50 -9.39
C 3.28 1.61 0.92
C 2.19 0.61 1.44
C 2.62 0.07 2.83
C 0.89 1.49 1.54
C -0.44 0.74 1.78
C -0.56 -0.33 0.67
C 0.61 -1.32 0.56
C 0.58 -2.30 1.77
C 0.39 -2.13 -0.79
N 1.93 -0.54 0.50
O 3.10 -1.31 0.31
H 4.25 1.11 0.83
H 3.16 2.03 -0.08
H 3.44 2.53 1.47
H 1.77 -0.32 3.39
H 3.40 -0.69 2.83
H 3.04 0.92 3.37
H 0.94 2.07 2.47
H 0.92 2.22 0.74
H -0.40 0.26 2.76
H -1.37 1.29 1.62
H -0.72 0.26 -0.23
H -1.50 -0.85 0.82
H 0.22 -1.71 2.61
H 1.60 -2.59 2.04
H -0.06 -3.15 1.54
H 1.02 -2.99 -1.00
H 0.54 -1.47 -1.65
H -0.66 -2.41 -0.89
H 3.54 -0.99 -0.48
C 1.24 -8.35 -12.92
C 1.21 -8.45 -11.43
C 1.20 -9.95 -11.11
C 2.53 -7.98 -10.79
C 2.38 -7.82 -9.25
C 1.43 -6.62 -9.16
C 0.03 -7.12 -9.53
C -0.60 -8.05 -8.50
C -0.76 -5.78 -9.67
N 0.07 -7.70 -10.93
O -1.19 -8.28 -11.26
H 2.04 -8.90 -13.41
H 0.31 -8.66 -13.41
H 1.29 -7.29 -13.18
H 1.11 -10.19 -10.05
H 0.28 -10.35 -11.53
H 2.01 -10.52 -11.57
H 3.34 -8.67 -11.00
H 3.01 -7.08 -11.19
H 2.10 -8.71 -8.69
H 3.34 -7.54 -8.82
H 1.96 -5.82 -9.69
H 1.37 -6.31 -8.12
H 0.00 -8.94 -8.67
H -1.64 -8.32 -8.69
H -0.52 -7.51 -7.56
H -1.72 -6.03 -10.12
H -0.29 -5.07 -10.36
H -1.01 -5.26 -8.75
H -1.66 -7.47 -11.49
C -6.68 6.11 12.39
C -6.49 4.92 11.42
C -5.31 3.96 12.05
C -7.86 4.23 11.30
C -7.90 3.24 10.10
C -7.79 4.09 8.73
C -6.38 4.74 8.68
C -5.33 3.72 8.33
C -6.53 5.90 7.61
N -6.05 5.39 10.06
O -4.79 5.95 10.12
H -7.25 6.83 11.80
H -7.13 5.77 13.32
H -5.83 6.70 12.72
H -5.71 3.22 12.74
H -4.66 3.51 11.30
H -4.65 4.61 12.63
H -7.97 3.76 12.28
H -8.66 4.96 11.23
H -7.03 2.62 10.29
H -8.83 2.68 9.99
H -8.61 4.80 8.59
H -7.87 3.34 7.94
H -5.07 3.04 9.14
H -4.45 4.27 8.02
H -5.66 3.03 7.55
H -5.54 6.30 7.37
H -7.02 6.79 7.99
H -6.99 5.63 6.66
H -4.19 5.23 10.32
C -2.21 -6.18 9.10
C -1.10 -6.81 10.09
C -1.83 -8.05 10.72
C 0.10 -7.41 9.37
C 0.98 -6.27 8.85
C 1.68 -5.67 10.05
C 0.56 -5.09 11.10
C 1.15 -5.07 12.49
C 0.25 -3.61 10.66
N -0.72 -5.90 11.16
O -1.71 -5.48 12.09
H -2.42 -6.77 8.20
H -3.17 -6.03 9.60
H -2.01 -5.18 8.74
H -2.16 -8.87 10.09
H -1.19 -8.38 11.54
H -2.73 -7.67 11.22
H 0.75 -8.10 9.91
H -0.35 -7.98 8.56
H 1.82 -6.66 8.27
H 0.48 -5.52 8.24
H 2.30 -4.84 9.71
H 2.34 -6.27 10.67
H 0.63 -4.34 13.12
H 2.22 -4.89 12.50
H 1.16 -6.07 12.92
H -0.11 -3.46 9.64
H 1.15 -3.00 10.78
H -0.44 -3.21 11.40
H -1.49 -5.97 12.88
C 10.62 2.41 6.42
C 11.27 1.07 5.93
C 10.98 0.68 4.46
O 12.63 1.24 6.26
H 10.85 2.66 7.46
H 9.54 2.41 6.29
H 10.87 3.25 5.78
H 11.07 0.14 6.47
H 11.35 1.43 3.77
H 9.91 0.50 4.33
H 11.52 -0.19 4.08
H 13.06 0.43 5.97
```